(1)
C39H44Cl5CsF4IN5O2S2 | the ωB97M-V functional and the def2-TZVPD basis

ORCA input file:
```
! wB97M-V def2-TZVPD RIJCOSX def2/J DEFGRID3
* xyz -2 1
Cs 0.8798 0.5153 0.2638
I -1.0204 3.0503 -5.7096
Cl 3.4756 2.3912 1.8728
Cl 3.9572 -2.6652 0.0299
Cl 5.1214 1.5761 4.4684
Cl 5.0808 -3.5082 2.9026
Cl 5.7029 -1.4535 5.1058
S -2.5238 -1.5800 1.3221
S 3.3329 -0.0986 -3.5237
F -5.9107 3.9473 0.5898
F -1.5951 1.2128 -1.0759
F -3.6888 4.2988 1.9163
F -4.0740 0.4933 -2.0071
O -0.3183 -2.0107 -0.4663
O 2.5783 0.5399 -2.3206
N -3.4483 -4.1356 1.2157
N -1.3358 2.5867 1.3042
N -0.1516 1.7175 4.2257
N 0.8315 4.4502 -3.9737
N -2.1048 -3.5405 -0.5292
C -0.7655 5.9747 -4.9217
C -4.0016 -3.9399 2.5623
C -2.9016 -4.1400 3.6007
C -1.3041 1.4714 5.1070
C -0.4492 -3.6105 -2.2388
C -2.4942 2.5937 0.6641
C -2.7141 -3.1524 0.6195
C 2.8848 1.0594 -4.9203
C -0.0997 2.9693 3.4345
C -4.6284 -4.9299 -0.7680
C -0.8179 -5.2987 -3.9280
C -2.4729 0.7670 4.4661
C 3.7076 -0.2049 1.1957
C -0.3103 7.0258 -4.1173
C 1.2562 5.4846 -3.1848
C 4.6661 0.3750 3.3281
C 0.4631 -5.1169 -4.3984
C 5.7049 -0.9421 -2.4274
C -1.2517 -4.5330 -2.8640
C -5.0908 2.1144 -0.5958
C -4.8796 3.1340 0.3542
C -0.9504 -2.9763 -0.9959
C 3.5709 2.4140 -4.9835
C 0.6809 6.7507 -3.1439
C -3.8520 -5.3273 0.4688
C -0.2548 4.6916 -4.6907
C 3.9867 0.7060 2.1258
C 1.3218 -4.1602 -3.8109
C 4.6580 -1.8914 2.5673
C 4.0992 -1.5242 1.3256
C 5.1296 0.2863 -3.1099
C 5.0281 -0.9373 3.5352
C -2.6791 1.8088 -0.5090
C -3.7048 3.3258 0.9830
C 1.1535 1.4974 4.8280
C -1.2326 3.3550 2.5100
C 1.3650 0.0913 5.3867
C 0.8464 -3.4045 -2.7603
C -3.9479 1.4464 -1.0124
H -4.8804 -5.7510 -1.4766
H 1.2973 2.1864 5.6826
H 0.0919 3.8146 4.1202
H 2.4420 -0.2130 5.4094
H 5.5666 -1.8366 -3.0618
H -2.9143 -5.8764 0.2107
H -5.5875 -4.4790 -0.4926
H -2.4017 -5.1321 3.4605
H -1.5477 2.4829 5.5322
H -3.3526 0.7967 5.1315
H -4.8639 -4.6323 2.5708
H -2.2302 -4.8269 -2.5205
H 5.6633 0.5081 -4.0330
H -4.4150 -5.9882 1.1771
H 2.1219 5.2490 -2.5479
H -4.3140 -2.8788 2.6202
H 0.9253 -0.1062 6.3829
H -6.0596 1.9076 -1.0175
H 1.8915 1.7874 4.0812
H 4.6153 2.2844 -5.2804
H 1.8123 1.1132 -4.8687
H 5.2309 -1.1057 -1.4721
H -2.7403 1.1273 3.4764
H -1.4201 -6.1404 -4.3808
H 6.7971 -0.7816 -2.2624
H 0.8199 2.8778 2.7666
H 0.9564 7.5003 -2.4039
H 5.1330 1.0364 -2.3510
H -2.2661 -0.2796 4.2596
H -3.3580 -4.1942 4.6078
H -0.7770 8.0062 -4.1875
H 1.5147 -2.7376 -2.2503
H 3.4383 2.8421 -4.0027
H 3.0071 3.0273 -5.6800
H -1.4891 6.1179 -5.6707
H 3.0479 0.4693 -5.8733
H -1.1418 4.4430 2.3150
H -4.0730 -4.1480 -1.3367
H -0.8848 0.9301 5.9834
H 2.3845 -4.0331 -4.0801
H -2.0788 -3.3830 3.5408
H 0.8707 -0.6379 4.7044
H 0.8253 -5.7432 -5.1797
H -2.1659 3.3564 3.1042
*
```

Summary:
F_max   3.543 eV/A
ΔE to the lowest compared entry with this formula, charge and spin   10.4 kcal/mol
Lowest unoccupied orbital energy   3.14 eV

---

(2)
C39H44ClGeN2O4Pb | the ωB97M-V functional and the def2-TZVPD basis

ORCA input file:
```
! wB97M-V def2-TZVPD RIJCOSX def2/J DEFGRID3
* xyz 2 2
Pb 1.4117 -1.0562 -0.9276
Ge -3.1927 0.1049 -1.0578
Cl 4.0763 -1.5030 -1.9018
O 3.2759 -1.7555 -3.0866
O 3.6783 -0.1455 -1.3984
O 5.4716 -1.5932 -2.1183
O 3.6093 -2.4148 -0.8317
N 1.2523 1.2792 -0.4399
N 1.5799 -0.7280 1.5532
C 4.1211 -0.3782 3.2570
C -2.0227 -2.0458 -2.4984
C -3.6613 1.8024 -4.7683
C 1.2748 -3.5926 3.8641
C 1.4952 3.5329 -0.1002
C 2.3020 -3.3351 4.7577
C -1.8415 -3.3846 -2.8102
C -4.8237 0.9802 2.6421
C -3.3215 1.3402 -2.4318
C 0.9960 1.2969 -3.2817
C -2.5976 -4.3560 -2.1601
C -3.5287 3.6200 -3.1639
C -0.1703 -3.1157 1.9170
C 4.0354 0.7985 4.2400
C -2.6166 1.9570 2.6007
C 1.5435 0.5294 1.8819
C -3.3550 2.7130 -2.1356
C 0.3797 3.7057 -2.9652
C -3.4768 0.8809 -3.7518
C -3.6926 -2.6675 -0.8399
C -3.5280 -4.0010 -1.1863
C -4.6323 0.4750 1.3617
C 1.3594 2.5949 -2.5593
C -2.4142 1.4620 1.3201
C -2.9447 -1.6909 -1.5082
C 1.8901 -1.6504 2.5958
C -1.1171 -1.9535 1.6026
C 1.5106 2.9731 1.1298
C 4.4092 0.1160 1.8416
C 0.2243 -3.9131 0.6666
C 1.3894 1.5589 0.9160
C -3.6750 3.1638 -4.4729
C 2.9792 -1.3986 3.4544
C 2.8042 3.0052 -2.9455
C 1.3467 2.4393 -1.0733
C -3.8190 1.7163 3.2582
C 3.1339 -2.2523 4.5438
C -3.4229 0.7169 0.7082
C 1.0417 -2.7709 2.7769
H -4.1219 -4.7627 -0.6965
H -3.8044 1.4638 -5.7876
H 1.6033 4.5834 -0.3449
H -1.1228 -3.6717 -3.5700
H -3.9767 2.1136 4.2522
H -3.5615 4.6809 -2.9508
H 3.7817 0.9589 1.5350
H -0.7579 -1.3139 0.7907
H 0.7447 -4.8325 0.9396
H 0.6213 -4.4432 4.0316
H 2.8518 3.1353 -4.0292
H 3.5238 2.2364 -2.6538
H 5.0042 -0.9424 3.5477
H 0.5739 4.6427 -2.4379
H -1.4774 1.6661 0.8068
H 1.6466 0.8116 2.9276
H 5.4406 0.4683 1.7960
H 2.4592 -3.9889 5.6101
H 0.9622 1.4762 -4.3578
H -2.4612 -5.4013 -2.4173
H -1.2802 -1.3156 2.4749
H -0.7593 -3.7964 2.5297
H 3.0909 3.9512 -2.4775
H -1.8405 2.5403 3.0851
H 3.8351 0.4642 5.2592
H -0.6561 3.4092 -2.7765
H 1.7561 0.5225 -3.1295
H -0.6612 -4.1771 0.0785
H 3.2476 1.5056 3.9505
H 4.9798 1.3496 4.2440
H -3.4707 -0.1804 -3.9743
H 4.3030 -0.6806 1.1058
H -3.8085 3.8815 -5.2748
H 1.6250 3.4643 2.0899
H -5.7607 0.8004 3.1534
H -4.3964 -2.3984 -0.0574
H -2.0846 -2.3489 1.2882
H 0.0056 0.9289 -2.9765
H 0.9089 -3.3644 0.0143
H -1.4587 -1.2888 -3.0356
H -5.4303 -0.0909 0.8886
H -3.2665 3.0601 -1.1122
H 0.4906 3.8986 -4.0349
H 3.9641 -2.0761 5.2206
*
```

Summary:
F_max   0.882 eV/A
Lowest unoccupied orbital energy (spin up / spin down)   -7.13 / -8.14 eV

---

(3)
C39H44GeI2IrNO3Sb | the ωB97M-V functional and the def2-TZVPD basis

ORCA input file:
```
! wB97M-V def2-TZVPD RIJCOSX def2/J DEFGRID3
* xyz 1 1
Ir 0.7783 1.0988 0.6124
I 4.9011 3.1264 6.1977
I 0.9146 5.8689 2.6666
Sb 2.3377 1.6070 -1.3394
Ge -3.4638 -1.8294 -0.0848
O 0.9304 2.9028 1.4049
O -0.6328 0.9577 -0.8656
O -1.5223 1.0090 1.1297
N 2.2337 0.7648 2.0028
C 3.8067 -0.4733 3.2804
C -5.8761 -0.3036 3.0305
C -4.0063 -4.6418 -0.5613
C -4.1741 -2.4584 2.6647
C 1.1687 -2.6908 0.3609
C 1.6987 3.3080 -2.4845
C -4.8300 -2.2923 3.8756
C -0.8399 -2.6211 -0.9288
C 3.5704 3.0257 4.5975
C 2.0748 3.0949 -3.9494
C 5.2321 2.2597 -2.0790
C 0.2283 3.6558 -2.3028
C 3.4055 1.8212 3.8659
C 4.0714 0.5973 4.0871
C 1.9370 4.1443 3.1799
C 4.4686 3.2417 0.1111
C 4.3802 2.0454 -0.8316
C -5.6809 -1.2115 4.0604
C 2.8527 4.1386 4.2521
C 1.7418 2.9953 2.4530
C 0.5136 -2.8696 -0.8439
C 0.4595 -2.2546 1.4787
C 2.4837 1.8471 2.8056
C -5.1985 -5.5833 -2.4226
C -4.3533 -1.5494 1.6213
C 2.4768 -0.1052 -2.6231
C -1.5679 -2.1935 0.1777
C 1.1260 -0.5367 -3.1829
C -0.9016 -2.0071 1.3817
C -5.3762 -4.3116 -2.9453
C -3.0519 1.1159 -0.7451
C 2.8775 -0.3592 2.2362
C -4.5107 -5.7481 -1.2275
C -4.1818 -3.3547 -1.0702
C -4.8715 -3.2069 -2.2709
C -1.6910 1.0449 -0.0987
C 3.1692 -1.2319 -1.8653
C -3.5717 -0.2491 -1.2631
C -5.2151 -0.4734 1.8219
H 2.5657 -1.5580 -1.0191
H -0.4191 2.8612 -2.6745
H 1.4852 2.2934 -4.3974
H -4.6808 -3.0086 4.6733
H -1.4441 -1.6521 2.2503
H -2.9975 1.8142 -1.5813
H 2.9877 5.0545 4.8119
H 3.8820 3.1124 1.0191
H -5.3967 0.2380 1.0246
H 1.2740 -1.3655 -3.8793
H -4.5996 -0.1200 -1.6067
H -5.5946 -6.4451 -2.9436
H 5.1744 1.4281 -2.7840
H -2.9791 -0.5362 -2.1374
H -6.5465 0.5353 3.1664
H -5.9106 -4.1777 -3.8770
H 0.6165 0.2642 -3.7197
H -5.0272 -2.2222 -2.6974
H 3.1231 0.2384 -3.4359
H 4.3040 -1.4207 3.4310
H 4.1288 4.1587 -0.3762
H 0.9628 -2.1303 2.4294
H 0.4599 -0.8777 -2.3897
H 4.7873 0.5165 4.8941
H -6.1954 -1.0813 5.0035
H 4.9417 3.1732 -2.6022
H -3.5166 -3.3123 2.5385
H -3.4617 -4.7921 0.3653
H 2.2235 -2.9260 0.4384
H 3.1311 2.8634 -4.0918
H 4.1597 -0.9516 -1.5010
H 0.0083 4.5654 -2.8663
H 2.6498 -1.1861 1.5870
H -4.3676 -6.7388 -0.8158
H -1.3456 -2.7906 -1.8749
H 1.8604 4.0068 -4.5110
H -0.0222 3.8392 -1.2569
H -3.7118 1.5084 0.0277
H 3.2927 -2.0961 -2.5225
H 1.0544 -3.2250 -1.7111
H 4.7221 1.1452 -0.3123
H 2.3121 4.1076 -2.0593
H 5.5079 3.4014 0.4071
H 6.2801 2.3737 -1.7940
*
```

Summary:
F_max   1.148 eV/A
ΔE to the lowest compared entry with this formula, charge and spin   11.2 kcal/mol
Lowest unoccupied orbital energy   -3.63 eV

---

(4)
C39H44IIrN2O2PS2Si2 | the ωB97M-V functional and the def2-TZVPD basis

ORCA input file:
```
! wB97M-V def2-TZVPD RIJCOSX def2/J DEFGRID3
* xyz 1 5
Ir -9.8716 -8.8743 17.3239
I -12.7064 -10.1772 16.0242
S -10.3179 -7.1318 12.9666
S -11.9771 -6.6570 15.3670
P -10.0201 -11.1783 17.7043
Si -11.0122 -7.4185 19.9948
Si -8.3181 -6.2817 18.6820
O -7.9646 -9.5787 16.3875
O -5.6022 -10.8874 16.0558
N -8.7615 -8.4868 14.5480
N -9.8446 -8.2330 15.2903
C -7.8521 -11.1745 19.5836
C -6.5067 -13.2801 18.4178
C -13.4007 -10.5272 18.0504
C -8.4077 -11.7632 18.3983
C -9.4797 -7.7348 19.0147
C -4.1990 -10.0048 14.3779
C -7.0175 -6.5552 17.4559
C -10.6322 -14.1176 14.1175
C -7.4326 -5.5723 20.1878
C -4.0141 -9.2523 13.1985
C -12.7521 -6.1923 13.8142
C -11.1428 -14.4787 15.4103
C -14.6625 -10.0590 18.2755
C -5.0564 -8.4877 12.7291
C -6.6712 -11.6458 20.0503
C -10.8085 -12.4897 20.0635
C -10.2244 -12.4703 16.2757
C -15.3079 -10.2108 19.4963
C -9.6679 -12.1196 15.0012
C -10.6269 -7.4289 14.6394
C -11.5754 -12.7989 21.2191
C -14.6449 -10.9635 20.4366
C -11.2805 -11.7820 18.9756
C -6.5314 -9.3363 14.4860
C -9.9160 -12.9792 13.9300
C -12.5896 -7.3031 18.8893
C -11.6436 -5.9194 12.8165
C -7.6668 -12.8470 17.8407
C -13.3616 -11.4611 20.2469
C -12.8051 -12.2367 21.3343
C -6.2824 -8.5302 13.3537
C -12.6745 -11.3223 19.0042
C -5.4809 -10.0709 14.9700
C -5.9181 -12.6397 19.4939
C -7.8229 -9.1512 15.2057
C -11.1479 -5.8850 21.1563
C -11.0085 -13.5601 16.4770
C -11.1030 -8.8136 21.2756
C -9.4586 -4.8405 18.0094
H -8.8568 -3.9136 17.9114
H -10.1238 -8.6920 21.8198
H -8.1276 -5.4030 20.9699
H -12.6645 -8.2023 18.2523
H -13.4700 -12.3789 22.1833
H -12.0804 -5.9917 11.7873
H -10.9302 -14.7464 13.2519
H -15.0778 -11.0153 21.4536
H -7.4550 -6.6312 16.4495
H -8.0388 -13.4584 17.0414
H -8.4135 -10.4685 20.1297
H -12.5092 -6.4544 18.2396
H -12.1890 -5.9912 21.3763
H -3.0333 -9.3105 12.7539
H -12.0115 -8.5887 21.8859
H -9.0021 -11.3073 14.9867
H -5.0598 -13.0466 19.9308
H -9.7411 -12.7644 12.8776
H -6.5663 -6.1809 20.5938
H -6.3538 -7.4119 17.5260
H -11.1794 -9.8604 20.9776
H -10.5850 -5.9306 22.1060
H -11.4279 -13.7866 17.4324
H -11.0535 -13.4571 21.9857
H -6.3875 -5.6841 17.4699
H -9.8368 -12.9656 20.0163
H -11.0860 -4.9730 20.6291
H -3.4718 -10.6156 14.8431
H -8.9388 -8.4487 19.6581
H -13.4816 -6.9588 13.4675
H -16.2454 -9.6711 19.6496
H -11.3503 -4.9405 13.0982
H -15.1341 -9.4673 17.5204
H -6.4111 -10.6473 16.5305
H -6.9483 -4.6571 19.8200
H -4.9393 -8.0326 11.7299
H -13.4771 -7.1253 19.5642
H -10.2544 -4.5554 18.6753
H -11.7186 -15.3539 15.4712
H -13.3160 -5.2878 13.8159
H -9.8851 -5.1016 16.9915
H -5.9738 -14.0952 17.9834
H -7.0821 -7.8913 12.9707
H -6.1812 -11.1457 20.9521
*
```

Summary:
F_max   4.481 eV/A
ΔE to the lowest compared entry with this formula, charge and spin   0.0 kcal/mol
Lowest unoccupied orbital energy (spin up / spin down)   -2.66 / -4.97 eV

---

(5)
C39H45NO3PdSeSi | the ωB97M-V functional and the def2-TZVPD basis

ORCA input file:
```
! wB97M-V def2-TZVPD RIJCOSX def2/J DEFGRID3
* xyz -2 1
Pd 0.1296 -1.7682 0.6157
Se -0.1058 -0.8976 -1.9349
Si 1.7937 1.6544 0.2494
O 2.1371 -0.9174 3.1729
O 1.2619 0.3033 0.8573
O 0.3839 -4.5528 0.1115
N -2.7762 0.5560 2.1276
C 2.1481 3.5172 3.9582
C -0.1023 4.5838 -2.0786
C -0.8548 -3.5775 2.9420
C 0.8551 3.7550 -1.5073
C -1.4456 4.3927 -1.7857
C -3.0658 -3.5623 3.8826
C -2.3109 -3.4336 -4.4736
C 3.4803 4.8437 2.4712
C 3.0551 1.1803 -2.2868
C -0.8561 2.5375 -0.3710
C -3.8307 0.7024 3.1033
C 1.8641 2.6450 2.9150
C 3.3980 -0.3006 3.1392
C 3.2671 1.4810 -0.9375
C 0.8550 -3.5085 0.4988
C 4.1172 1.0392 -3.1696
C -2.5919 -0.9068 -3.3809
C 2.9602 4.6216 3.7393
C 2.3760 2.8459 1.6303
C 2.3288 -3.4329 0.9270
C -2.8172 -0.7170 1.3912
C -3.3715 -2.4956 3.0528
C -1.8195 3.3673 -0.9277
C -1.3355 -2.9568 -3.6066
C -1.7844 -4.0936 3.8327
C -2.7933 0.4649 -2.8029
C -1.1282 -2.5011 2.0855
C 0.5010 2.7175 -0.6440
C -1.4845 0.8214 2.7368
C -1.4590 -1.6698 -3.0486
C 4.5889 1.6171 -0.5094
C -4.4691 -3.2246 -5.7622
C -3.4298 -2.6828 -4.8159
C -3.5490 -1.4214 -4.2535
C 5.6585 1.4805 -1.3861
C -0.1490 -3.8155 -3.2873
C 3.1866 3.9657 1.4361
C -2.4222 -1.9457 2.1883
C 5.4230 1.1971 -2.7240
H 3.3684 0.7343 3.5061
H 3.1873 5.3044 4.5508
H -1.1718 1.7269 0.2741
H 3.9212 0.7946 -4.2073
H -4.0514 -3.4135 -6.7557
H -4.8869 -4.1695 -5.4038
H -3.7058 0.0530 3.9866
H 4.1131 5.7056 2.2878
H 4.0751 -0.8710 3.7829
H 0.1998 5.3759 -2.7555
H 0.7747 -3.3271 -3.6095
H 1.2403 1.7763 3.0937
H -2.8654 3.1968 -0.6992
H -3.8388 -0.8252 1.0109
H 0.1255 -4.0410 2.9119
H 2.3723 -3.2024 1.9927
H -2.1987 5.0318 -2.2340
H -1.2982 0.2013 3.6287
H -3.8155 -3.9755 4.5495
H -5.2946 -2.5198 -5.8791
H 1.7376 3.3298 4.9442
H -4.4179 -0.8119 -4.4904
H -0.6757 0.6297 2.0297
H 3.5988 4.1621 0.4512
H 2.0417 1.0271 -2.6437
H -2.7184 0.4397 -1.7137
H -1.4380 1.8756 3.0292
H 2.8108 -4.3888 0.7081
H -4.3770 -2.0831 3.0615
H -0.0543 -3.9664 -2.2129
H -1.5132 -4.9235 4.4783
H 3.8172 -0.2818 2.1265
H -4.7978 0.4739 2.6478
H 6.2525 1.0932 -3.4151
H -2.1896 -4.4303 -4.8920
H -3.8541 1.7387 3.4545
H 1.9015 3.9151 -1.7510
H 1.6744 -0.6745 2.3461
H -2.1642 -0.6221 0.5175
H -3.7671 0.8693 -3.0913
H 2.8410 -2.6224 0.4049
H 4.7912 1.8279 0.5360
H 6.6747 1.5931 -1.0235
H -2.0101 1.1544 -3.1273
H -0.2319 -4.7892 -3.7767
*
```

Summary:
F_max   0.641 eV/A
ΔE to the lowest compared entry with this formula, charge and spin   2.2 kcal/mol
Lowest unoccupied orbital energy   4.49 eV

---

no.,energy (eV)
1,-156501.75279
2,-126590.88004
3,-130877.98754
4,-105878.44931
5,-125512.55052